# 1
A molecular structure, C22H32N4RuS2 in a non-equilibrium geometry, computed with ωB97M-V/def2-TZVPD.

The geometry in XYZ format:
```
61
Properties=species:S:1:pos:R:3:forces:R:3:mulliken_charge:R:1
Ru -0.04617 -0.64891 -0.42896 -0.5 -1.0 2.2 0.3049
S 1.33015 -2.69827 -0.52874 -0.4 1.9 -0.4 -0.4290
S -1.99738 0.84966 -0.69912 1.8 -1.0 -0.3 -0.3351
N -0.58948 -0.32504 1.86229 0.8 0.1 -2.2 1.1426
N -1.65860 -2.51758 0.15590 0.7 1.4 -0.6 0.8315
N 2.68651 2.35193 -2.27922 0.0 -0.4 0.3 0.1308
N 1.79748 0.68967 -0.91121 -1.4 -1.3 1.2 -0.2437
C 0.11344 -6.34695 0.55606 -0.2 0.0 0.0 -0.5498
C 1.88645 4.29533 -3.59932 0.2 -0.2 0.0 -0.9640
C -1.23759 -6.16846 0.81926 0.0 0.1 0.0 -1.0022
C 2.64958 3.64626 -0.15394 0.1 -0.1 -0.1 -0.5977
C 2.75683 3.04242 -3.55613 -0.2 0.2 -0.4 -0.7786
C 0.74972 -0.15234 2.44276 0.7 0.0 0.2 -1.2041
C 0.91858 0.85125 -3.11488 -0.2 -0.2 0.2 -1.2647
C 0.88001 -5.27523 0.15148 -0.1 0.3 0.0 -0.6488
C 0.31258 -4.00179 0.01710 -0.6 0.0 0.3 0.8559
C -1.53808 1.43620 3.28791 0.1 -0.1 0.0 -0.4604
C -2.24918 2.60865 3.47365 0.0 -0.1 0.1 -0.9144
C 1.85436 1.32519 -2.03586 -0.1 0.3 -0.8 1.2560
C 3.49080 2.90367 -1.19452 0.0 0.1 0.5 -1.0874
C -2.30072 -2.05351 1.39067 0.0 0.4 0.5 -0.9132
C -2.04249 1.47464 0.93645 0.1 -0.2 0.5 1.1809
C -1.40188 0.86465 2.02833 -0.7 0.9 -0.3 -0.6657
C -2.77303 2.64885 1.14205 0.1 -0.2 0.1 -0.7474
C -1.80172 -4.91018 0.69804 -0.2 0.0 0.1 -0.2427
C -1.04542 -3.81394 0.31070 1.1 -0.6 0.0 -0.5500
C -1.24358 -1.54308 2.36770 -0.4 -0.7 -0.2 -1.0500
C -2.56979 -2.54235 -0.99149 -0.5 0.1 -0.5 -1.1060
C -2.86419 3.21976 2.39283 0.0 -0.1 0.1 -0.6018
H 0.75055 -0.28843 3.52942 -0.1 0.0 -0.1 0.4419
H 1.80569 3.04062 0.16824 -0.1 0.0 0.1 0.0270
H 1.43056 -0.88757 1.99618 -0.2 0.1 0.2 0.3203
H 3.79815 3.32343 -3.72814 0.0 -0.2 0.0 0.3841
H -2.85589 -4.78447 0.89620 -0.1 0.0 0.0 0.3980
H -2.87615 -2.84766 1.88036 0.1 0.0 -0.1 0.2725
H 0.84920 4.05446 -3.38056 -0.1 0.0 0.0 0.2610
H -1.97888 -2.68866 -1.90069 -0.1 -0.1 0.1 0.2531
H 2.25806 4.57428 -0.55947 0.0 0.1 0.0 0.2958
H -3.31237 -3.34535 -0.92013 0.1 0.0 0.1 0.3643
H 1.92792 -5.40609 -0.07182 0.1 0.0 0.0 0.4557
H -3.42049 4.13224 2.53057 -0.1 0.1 0.0 0.4185
H 4.06191 2.09951 -0.71209 0.0 0.1 -0.2 0.4688
H 0.26763 0.05571 -2.69502 0.3 0.4 -0.4 0.0562
H 1.11135 0.85457 2.21985 -0.1 -0.2 0.0 0.3780
H 2.46808 2.35735 -4.35162 0.1 0.0 0.0 0.3879
H -3.26633 3.10508 0.29995 0.0 0.1 -0.2 0.4761
H 2.22994 5.03082 -2.87631 0.0 0.1 0.0 0.2829
H -2.99626 -1.24711 1.14386 0.1 0.0 0.0 0.7274
H -1.71713 -1.35787 3.34098 0.2 0.1 -0.1 0.3544
H -2.32730 3.03938 4.46078 0.0 0.0 0.1 0.4165
H 0.55982 -7.32327 0.65235 0.1 -0.1 0.0 0.4026
H 3.25759 3.88288 0.71488 0.1 0.0 0.1 0.3605
H 0.28604 1.65531 -3.48332 -0.1 0.0 0.0 0.2834
H 2.49040 0.95602 -0.21720 -0.3 -0.1 0.0 0.0556
H -0.47794 -2.31584 2.49718 0.0 0.1 0.0 0.6852
H 4.21454 3.59501 -1.62603 0.0 -0.2 -0.1 0.4014
H 1.46757 0.41991 -3.94934 0.1 0.0 0.0 0.4165
H -1.85028 -7.00747 1.10977 -0.1 0.0 0.1 0.3989
H -1.06960 0.96219 4.13820 0.1 0.0 0.1 0.3637
H 1.94125 4.73917 -4.58955 0.0 0.1 -0.1 0.4026
H -3.09480 -1.58866 -1.05725 0.1 -0.1 0.0 0.4428
```
Forces are in eV/Å.

Orbital gap (spin up / spin down), eV: 6.1 / 5.9
Energy, eV: -53540.5986
Charge: +1
<S²>: 0.8422
Spin multiplicity: 2
Relative energy (zero: lowest compared OMol25 entry of this formula, charge and spin), kcal/mol: 39.0
LUMO energy (spin up / spin down), eV: -4.45 / -4.41

---

# 2
A molecular structure, C38H36CsF3N6OSSb in a non-equilibrium geometry, computed with ωB97M-V/def2-TZVPD.

The geometry in XYZ format:
```
87
Properties=species:S:1:pos:R:3:forces:R:3:mulliken_charge:R:1
Cs -0.02958 -0.87667 0.47887 1.3 0.9 0.4 1.9535
Sb -2.55818 0.75109 -1.51734 -0.5 0.4 -0.4 -0.9295
S 2.97373 -1.00946 1.40074 0.9 0.1 -0.3 -0.4920
F -8.79368 1.36014 -0.55826 0.0 0.0 0.0 -0.3701
F -4.31334 -2.59428 -6.57171 0.0 0.0 0.0 -0.3823
F -1.67948 6.52156 -4.02468 0.0 0.0 0.0 -0.3805
O -2.52330 -2.80989 2.28416 0.0 0.0 -0.1 -0.8450
N 0.75025 2.28894 1.85131 0.0 0.1 0.0 -0.3063
N 2.52214 -0.54269 -1.23095 0.3 0.1 0.0 0.0300
N 0.67414 2.18996 -1.14580 0.1 0.1 -0.1 0.2102
N -2.55758 -1.78050 0.19895 -1.1 -0.6 0.0 0.2081
N -2.52140 0.64625 1.62038 0.0 0.1 0.2 1.0476
N -0.91572 -1.90433 -2.07979 -0.1 -0.3 -0.5 1.3544
C -3.26793 -0.65538 -5.74357 0.0 0.1 0.1 -0.6781
C -4.27921 -2.25238 -4.24202 0.0 0.1 0.1 -0.7299
C -2.88243 5.13651 -2.54809 -0.1 -0.1 0.1 -0.8057
C -3.42123 -0.49604 3.51175 0.0 0.0 0.0 -0.7033
C -1.18250 4.22186 -3.99089 0.0 -0.1 0.1 -0.7941
C 0.40484 -3.05344 -3.71128 0.0 0.0 0.0 -1.0703
C -7.45321 1.23974 -0.73402 -0.1 0.0 0.0 0.3180
C -2.87314 -0.48692 2.23009 0.0 -0.1 -0.2 0.7939
C -1.43564 2.96359 -3.45504 0.1 -0.1 0.0 -0.2108
C -2.72018 1.80389 2.25423 0.0 -0.2 -0.1 -0.4809
C -1.27756 -3.06785 -1.54562 -0.2 0.0 0.0 0.7189
C -3.29549 1.89182 3.50831 0.0 0.0 0.0 -0.9669
C 5.09078 -1.23769 -2.02848 0.0 0.0 -0.1 -0.1948
C -4.69738 1.00930 -1.09448 -0.2 0.0 0.0 0.0676
C -2.89238 0.11991 -4.64328 0.0 0.0 -0.1 -0.3799
C -3.12636 3.85821 -2.04661 0.0 0.0 0.0 -0.4609
C 3.41418 -0.95053 -0.29023 -0.2 0.0 -0.1 -0.0110
C 0.83134 3.64753 -1.06268 -0.1 -0.2 0.1 -0.0818
C 4.71758 -1.33010 -0.71319 0.0 0.0 0.2 -0.6141
C -3.65085 0.70888 4.14644 0.0 0.0 0.1 -0.5622
C -1.91961 5.28553 -3.51928 0.0 0.1 -0.1 0.3517
C 1.37523 4.09621 0.28596 0.2 0.1 0.0 -1.0880
C -2.42173 2.73427 -2.49011 0.0 0.2 0.0 0.2281
C -5.52925 1.53525 -2.09264 0.1 0.0 0.0 -0.1894
C 4.17284 -0.77167 -2.97524 0.0 0.0 0.1 -1.0748
C 2.91760 -0.45245 -2.50852 -0.1 0.0 0.2 -0.0042
C -6.69758 0.68387 0.26949 0.2 0.0 0.0 -0.7467
C -0.79714 -4.27720 -2.04989 0.0 0.0 0.0 -1.0403
C -6.90084 1.66470 -1.92502 0.1 0.0 0.0 -0.8254
C -3.90002 -1.46156 -3.16667 0.0 0.0 0.0 -0.4018
C -3.18898 -0.26697 -3.34071 0.0 -0.1 -0.1 0.5085
C 0.54167 3.69687 1.49916 0.0 -0.2 0.0 -0.4107
C -2.26636 -3.08386 -0.38401 0.0 0.1 -0.1 -1.5716
C 0.05504 -4.26858 -3.13514 0.0 0.0 0.0 -0.5522
C -3.94610 -1.82776 -5.51314 0.0 -0.1 0.0 0.2538
C -5.31912 0.57364 0.07641 0.0 0.0 0.0 -0.0762
C -0.11352 -1.90442 -3.14782 -0.1 -0.1 0.2 -0.5989
C -2.65240 -1.82861 1.51509 -0.4 -0.1 0.3 -0.5536
H -4.82123 -3.17972 -4.10657 0.0 0.0 0.0 0.4726
H 1.46190 5.18715 0.26951 0.0 0.0 0.0 0.4434
H -3.42805 6.00357 -2.19826 0.0 0.0 0.0 0.4360
H -7.17406 0.33462 1.17672 0.0 0.0 0.0 0.4845
H -2.40738 2.69732 1.72286 0.0 0.0 0.0 0.4004
H 2.16623 -0.09778 -3.21142 0.0 0.0 0.0 0.2849
H 1.05959 1.82454 -2.00697 0.0 0.0 0.0 -0.0378
H -3.90063 3.75201 -1.29369 0.0 -0.1 0.0 0.4328
H -1.09391 -5.20567 -1.57696 0.0 0.0 0.0 0.5338
H -0.81146 2.14390 -3.80290 0.0 0.0 0.1 0.2895
H 1.49495 4.02165 -1.84844 0.0 0.0 0.0 0.2811
H 4.41942 -0.66563 -4.02344 0.0 0.0 0.0 0.4151
H -4.16805 -1.79193 -2.16635 0.1 0.1 0.0 0.4079
H 2.39571 3.71307 0.41721 0.0 0.0 0.0 0.3804
H -0.41894 4.38338 -4.74074 0.0 0.0 0.0 0.4301
H -3.45426 2.85848 3.96797 0.0 0.0 0.0 0.4748
H 0.21174 2.02563 2.66738 0.0 0.0 0.0 0.2393
H -3.64155 -1.45191 3.96576 0.0 0.0 0.0 0.5811
H 0.44606 -5.19878 -3.52932 0.0 0.0 0.0 0.3974
H 1.07045 -2.99593 -4.56215 0.0 0.0 0.0 0.4856
H -0.51610 3.83947 1.25635 0.0 0.0 0.0 0.1121
H -5.10170 1.84689 -3.03898 0.0 0.0 0.0 0.3647
H -1.90858 -3.79155 0.37030 0.1 0.0 0.1 0.5795
H 1.72451 2.09253 2.05770 0.0 0.0 0.0 0.1825
H -3.18811 -3.54051 -0.77512 0.0 0.0 0.0 0.2395
H 5.40730 -1.67822 0.04433 0.0 0.0 0.0 0.3701
H 1.19329 1.74770 -0.39883 0.0 -0.1 0.0 -0.1076
H -4.09862 0.72919 5.13286 0.0 0.0 0.0 0.4092
H 6.09393 -1.52265 -2.32812 0.0 0.0 0.0 0.3395
H -2.36967 1.04889 -4.83755 0.0 0.0 0.0 0.2690
H 0.76399 4.37741 2.32870 0.1 0.1 0.1 0.3669
H -7.53643 2.07256 -2.70094 0.0 0.0 0.0 0.4405
H -4.74353 0.10775 0.86303 0.0 0.0 -0.1 0.2681
H -0.13782 4.13341 -1.22725 0.0 0.0 0.0 -0.0236
H 0.11555 -0.92955 -3.56783 0.0 0.0 0.0 0.4353
H -3.04343 -0.35341 -6.75892 0.0 0.0 0.0 0.4615
```
Forces are in eV/Å.

Orbital gap, eV: 6.4
Energy, eV: -77053.6049
Charge: -1
Spin multiplicity: 1
Relative energy (zero: lowest compared OMol25 entry of this formula, charge and spin), kcal/mol: 22.0
LUMO energy, eV: 2.00

---

# 3
6 unconnected molecules or ions with the total composition H12O6, computed with ωB97M-V/def2-TZVPD.

The geometry in XYZ format:
```
18
Properties=species:S:1:pos:R:3:forces:R:3:mulliken_charge:R:1
O -4.45241 2.34100 -0.89953 0.1 0.2 -0.1 -0.6360
O -0.47218 0.15717 0.66345 0.0 0.1 0.0 -0.5794
O 1.72875 -0.50950 3.51752 0.2 0.1 0.1 -0.6294
O 3.00063 1.89094 -0.56837 0.1 0.2 0.0 -0.6188
O 1.91866 -2.32250 -0.65961 0.0 -0.2 0.0 -0.6038
O -2.53713 -1.44178 -1.43213 0.1 -0.2 -0.1 -0.6066
H 3.95409 1.78130 -0.65712 -0.1 0.0 0.0 0.3099
H -0.54368 -0.79362 0.52246 0.0 0.2 0.0 0.2738
H -0.44363 0.52481 -0.22706 0.0 -0.1 0.1 0.2998
H 1.31658 -2.89117 -0.16656 0.1 0.1 0.0 0.3094
H -2.53444 -1.60652 -2.38178 0.0 0.1 0.1 0.3096
H 2.88693 2.83467 -0.40884 0.0 -0.1 0.0 0.3096
H 1.59091 0.42628 3.70274 -0.1 -0.1 -0.1 0.3090
H -2.63082 -2.31830 -1.04233 -0.1 0.1 0.0 0.3064
H 2.40288 -0.51539 2.82867 -0.2 0.0 0.0 0.3148
H 2.73280 -2.83538 -0.71540 -0.1 0.1 0.0 0.2973
H -4.36307 3.09878 -1.48841 -0.1 -0.1 0.1 0.3167
H -3.55487 2.17923 -0.58770 -0.1 -0.1 0.0 0.3179
```
Forces are in eV/Å.

Orbital gap, eV: 11.2
Energy, eV: -12479.2597
Charge: 0
Spin multiplicity: 1
Relative energy (zero: lowest compared OMol25 entry of this formula, charge and spin), kcal/mol: 42.8
LUMO energy, eV: 0.46

---

Question: Which formula does entry 2 have?
Answer: C38H36CsF3N6OSSb